[1]
{"formula": "C8H22FInN2O2", "method": "wB97M-V/def2-TZVPD", "homo_lumo_gap_ev": 1.59, "total_charge": 2, "e_above_lowest_kcal_mol": 162.7, "lumo_energy_ev": -13.15, "elements": ["In", "F", "C", "C", "C", "O", "C", "N", "H", "H", "H", "H", "H", "H", "H", "H", "H", "H", "H", "C", "C", "C", "O", "C", "N", "H", "H", "H", "H", "H", "H", "H", "H", "H", "H", "H"], "positions_angstrom": [[0.8690, 1.7907, 1.7873], [1.5944, 5.7641, -0.3995], [-2.9533, -2.9418, 5.2903], [-2.4930, -1.8609, 4.2492], [-3.6073, -1.5025, 3.2888], [-3.0166, -0.8944, 2.1356], [-3.8970, -0.6941, 1.0640], [-1.7754, -0.7614, 4.9183], [-3.8449, -2.6424, 5.8411], [-2.2088, -3.2321, 6.0316], [-3.1482, -3.8461, 4.7136], [-1.7232, -2.3862, 3.6838], [-4.3489, -0.9034, 3.8172], [-3.9860, -2.4835, 3.0017], [-3.4192, -0.0055, 0.3671], [-4.8396, -0.2741, 1.4151], [-3.9969, -1.6024, 0.4698], [-1.2494, -1.2834, 5.6045], [-2.5051, -0.3864, 5.5074], [2.0230, 1.8793, -5.5180], [2.3108, 1.2744, -4.1086], [3.5861, 1.6868, -3.3517], [3.7613, 1.0705, -2.0615], [4.7523, 0.0344, -2.0307], [1.0970, 1.5533, -3.2890], [1.1282, 1.4637, -5.9812], [2.7936, 1.4927, -6.1850], [2.1310, 2.9634, -5.4837], [2.3554, 0.1859, -4.1440], [3.5524, 2.7595, -3.1611], [4.5007, 1.5387, -3.9259], [4.5784, -0.8140, -2.6925], [5.0201, -0.4567, -1.0952], [5.7125, 0.4555, -2.3288], [0.5140, 0.7712, -3.5509], [0.7323, 2.2873, -3.8794]], "lowdin_charge": [0.954, -0.225, -0.025, -0.410, -0.165, -0.150, -0.077, 0.114, 0.093, 0.087, 0.089, 0.139, 0.148, 0.143, 0.091, 0.107, 0.107, 0.083, 0.093, -0.005, -0.340, -0.120, -0.093, -0.047, 0.147, 0.102, 0.100, 0.105, 0.148, 0.154, 0.142, 0.111, 0.101, 0.108, 0.107, 0.085]}

[2]
{"formula": "C8H22FLi2N2O2", "method": "wB97M-V/def2-TZVPD", "homo_lumo_gap_ev": [4.39, 8.67], "spin_multiplicity": 2, "lumo_energy_ev": [-0.55, -0.14], "elements": ["Li", "Li", "F", "C", "C", "C", "O", "C", "N", "H", "H", "H", "H", "H", "H", "H", "H", "H", "H", "H", "C", "C", "C", "O", "C", "N", "H", "H", "H", "H", "H", "H", "H", "H", "H", "H", "H"], "positions_angstrom": [[0.4112, -1.6226, 4.2056], [-0.9123, 0.7145, 4.0287], [-0.1891, -0.5020, 2.5455], [0.3655, 2.5336, 0.7165], [1.6520, 1.7827, 0.2178], [2.8342, 1.9361, 1.2554], [3.0874, 3.2272, 1.7494], [3.7106, 4.0865, 0.8244], [1.2735, 0.3436, 0.0901], [-0.3500, 2.4381, -0.1003], [0.5301, 3.5824, 0.9634], [0.0955, 2.1245, 1.6901], [1.8799, 2.1706, -0.7750], [3.7838, 1.6486, 0.8041], [2.6655, 1.3572, 2.1634], [3.2089, 4.0381, -0.1420], [4.7758, 3.9001, 0.6871], [3.6013, 5.1235, 1.1417], [0.8761, 0.1243, 0.9924], [0.4453, 0.3162, -0.4873], [-1.8907, -0.8433, -0.4329], [-1.7629, -2.3001, -0.1573], [-1.9744, -3.1679, -1.4765], [-3.2257, -2.8948, -2.1366], [-3.3055, -3.0708, -3.5313], [-0.4453, -2.5086, 0.4660], [-0.9825, -0.5263, -0.9454], [-1.8479, -0.2726, 0.4948], [-2.8091, -0.6407, -0.9839], [-2.5554, -2.6241, 0.5174], [-1.7277, -4.2028, -1.2396], [-1.2049, -2.7803, -2.1441], [-2.4701, -2.6079, -4.0566], [-4.1759, -2.6658, -4.0477], [-3.3534, -4.1112, -3.8526], [0.2882, -2.3195, -0.2020], [-0.3019, -1.7864, 1.1573]], "lowdin_charge": [0.456, 0.431, -0.743, -0.056, -0.368, -0.189, -0.203, -0.115, 0.034, 0.077, 0.065, 0.049, 0.121, 0.117, 0.122, 0.081, 0.086, 0.087, 0.004, 0.017, -0.083, -0.416, -0.156, -0.189, -0.127, 0.034, 0.058, 0.067, 0.083, 0.133, 0.118, 0.109, 0.081, 0.082, 0.080, 0.060, -0.008]}

[3]
{"formula": "C8H22N6O", "method": "wB97M-V/def2-TZVPD", "homo_lumo_gap_ev": 9.58, "smiles": "C[N+]1=C(N)[C@H](N)[C@](C)(CO)N1NCC[NH3+]", "total_charge": 2, "e_above_lowest_kcal_mol": 0.0, "lumo_energy_ev": -6.10, "elements": ["C", "N", "C", "N", "C", "N", "C", "C", "C", "O", "N", "N", "C", "C", "N", "H", "H", "H", "H", "H", "H", "H", "H", "H", "H", "H", "H", "H", "H", "H", "H", "H", "H", "H", "H", "H", "H"], "positions_angstrom": [[-0.2993, -2.6369, -0.2199], [-1.0517, -1.4369, 0.1311], [-2.3148, -1.2517, 0.4117], [-3.2927, -2.1911, 0.3005], [-2.4948, 0.1737, 0.8269], [-3.7343, 0.6396, 0.3487], [-1.1928, 0.8564, 0.2727], [-0.8945, 2.1685, 1.0986], [-1.4415, 1.3007, -1.2444], [-1.7647, 0.1413, -1.9764], [-0.1896, -0.1434, 0.3744], [0.9117, -0.1070, -0.4339], [2.0765, 0.3380, 0.2587], [3.3998, -0.1009, -0.4464], [4.6604, 0.0677, 0.4979], [0.1117, -2.3960, -1.2219], [0.5517, -2.7681, 0.4784], [-1.0514, -3.4419, -0.1824], [-3.1022, -3.0981, -0.2177], [-4.1811, -1.6681, 0.3153], [-2.4368, 0.3372, 1.9719], [-3.8720, 0.0413, -0.5591], [-3.7634, 1.6036, 0.0913], [0.0182, 2.7398, 0.6422], [-0.5946, 1.7348, 2.1485], [-1.7542, 2.7280, 1.0200], [-0.5826, 1.9180, -1.6241], [-2.1011, 2.1534, -1.3841], [-2.1349, 0.4401, -2.7324], [0.8779, 0.2595, -1.3706], [2.0982, -0.1436, 1.2033], [2.0858, 1.4210, 0.4995], [3.6695, 0.4893, -1.4690], [3.1548, -1.1434, -0.7614], [4.5488, 1.0929, 0.5977], [5.5811, -0.2442, 0.1459], [4.7321, -0.2910, 1.4999]], "lowdin_charge": [0.030, -0.002, -0.248, 0.226, -0.273, 0.087, -0.412, 0.016, -0.183, 0.012, 0.006, -0.025, -0.205, -0.088, 0.181, 0.104, 0.109, 0.099, 0.166, 0.132, 0.194, 0.137, 0.088, 0.115, 0.134, 0.049, 0.131, 0.127, 0.055, 0.138, 0.115, 0.124, 0.188, 0.129, 0.165, 0.179, 0.203]}

[4]
{"formula": "C8H23BeN10O14", "method": "wB97M-V/def2-TZVPD", "homo_lumo_gap_ev": 2.39, "total_charge": -1, "e_above_lowest_kcal_mol": 307.4, "lumo_energy_ev": -2.42, "elements": ["Be", "O", "C", "O", "O", "H", "O", "C", "O", "O", "H", "O", "C", "O", "O", "H", "C", "O", "N", "N", "H", "H", "H", "H", "C", "O", "N", "N", "H", "H", "H", "H", "C", "O", "N", "N", "H", "H", "H", "H", "C", "O", "N", "N", "H", "H", "H", "H", "C", "O", "N", "N", "H", "H", "H", "H"], "positions_angstrom": [[-0.3738, 1.0159, 0.7001], [-4.6435, -2.7108, 2.7398], [-4.5832, -1.4339, 3.1024], [-4.1166, -0.6523, 2.2587], [-5.1865, -0.9644, 4.1386], [-4.4327, -2.5555, 1.8161], [0.0824, 5.6446, 4.7976], [-0.3104, 4.3830, 4.5169], [-1.4639, 4.0560, 4.6548], [0.4943, 3.6020, 3.9506], [-0.6839, 6.0423, 5.2175], [-4.6594, 5.7469, -1.6192], [-4.4422, 4.7952, -0.7400], [-3.3979, 4.2140, -0.5075], [-5.4381, 4.5321, -0.0740], [-5.5223, 5.5531, -1.2457], [-1.6342, -4.6190, -1.1211], [-1.4002, -3.4172, -0.7881], [-1.8012, -5.5565, -0.3081], [-1.9517, -4.9900, -2.2867], [-1.9682, -5.1970, 0.6208], [-1.8591, -6.5311, -0.5668], [-1.7047, -4.3699, -3.0447], [-2.2204, -5.9572, -2.3985], [0.8256, -3.7398, 4.0697], [0.3352, -2.6703, 3.6883], [1.7371, -4.3431, 3.4145], [0.1654, -4.5845, 4.9653], [2.3257, -3.8830, 2.7348], [1.9751, -5.2360, 3.8223], [-0.7332, -4.2408, 5.2727], [0.6320, -5.4567, 5.1689], [4.8637, -1.2106, -0.1586], [3.7733, -0.6143, 0.0935], [5.5179, -1.0800, -1.3185], [5.5703, -1.9000, 0.7523], [6.3534, -1.5439, -1.6454], [4.9207, -0.4570, -1.8433], [6.3049, -2.3087, 0.1923], [5.7351, -1.3687, 1.5953], [-2.2851, 1.0805, -4.5765], [-1.4708, 1.0785, -3.6524], [-3.5749, 1.3424, -4.3858], [-2.0720, 0.9412, -5.8849], [-4.3320, 1.4608, -5.0438], [-3.7423, 1.4628, -3.3971], [-1.1152, 0.9110, -6.2067], [-2.7850, 1.3329, -6.4835], [3.8427, 4.2076, -1.6274], [2.8864, 3.7663, -0.9681], [4.7668, 4.9484, -1.1000], [4.1267, 3.7584, -2.8576], [4.6699, 5.1873, -0.1235], [5.5611, 5.2563, -1.6426], [3.4599, 3.1989, -3.3698], [4.9791, 4.0739, -3.2981]], "lowdin_charge": [0.603, 0.098, -0.796, 0.058, 0.026, 0.100, 0.093, -0.840, 0.106, 0.055, 0.102, 0.122, -0.922, 0.097, 0.052, 0.054, -0.818, -0.008, 0.165, 0.165, 0.136, 0.119, 0.130, 0.113, -0.722, 0.020, 0.157, 0.129, 0.130, 0.101, 0.107, 0.079, -0.691, -0.002, 0.141, 0.131, 0.106, 0.114, 0.082, 0.116, -0.732, 0.022, 0.145, 0.134, 0.106, 0.120, 0.106, 0.096, -0.743, 0.011, 0.155, 0.143, 0.127, 0.104, 0.113, 0.090]}

[5]
{"formula": "C8H23HfNO12S2", "method": "wB97M-V/def2-TZVPD", "homo_lumo_gap_ev": 9.61, "e_above_lowest_kcal_mol": 0.0, "lumo_energy_ev": 0.20, "elements": ["Hf", "S", "O", "O", "O", "O", "S", "O", "O", "O", "O", "C", "O", "H", "H", "H", "H", "C", "O", "H", "H", "H", "H", "C", "O", "C", "C", "N", "C", "C", "O", "C", "H", "H", "H", "H", "H", "H", "H", "H", "H", "H", "H", "H", "H", "H", "H"], "positions_angstrom": [[-0.0319, -0.3269, -0.0755], [-2.5430, 1.3229, 0.3883], [-2.4662, 2.1261, 1.5834], [-2.1451, -0.1061, 0.6752], [-3.7890, 1.4079, -0.3250], [-1.3645, 1.4962, -0.5302], [2.1727, -2.2403, -0.4145], [3.4502, -1.9604, -1.0072], [0.9994, -1.8916, -1.2935], [1.9959, -3.5456, 0.1539], [1.8588, -1.1928, 0.6041], [-0.3175, -3.0648, 2.1077], [-0.8859, -2.2960, 1.0397], [0.5785, -2.6031, 2.5144], [-1.0226, -3.1396, 2.9388], [-0.0276, -4.0572, 1.7702], [-1.7792, -2.6408, 0.9434], [-2.6572, -0.6789, -2.3752], [-1.5064, -1.2675, -1.7150], [-2.4387, 0.3780, -2.5007], [-2.7353, -1.1189, -3.3714], [-3.5821, -0.8121, -1.8246], [-1.3388, -2.1106, -2.1475], [-0.8443, -0.1244, 3.2566], [0.0369, 0.2654, 2.2027], [0.9956, 1.2236, 2.6129], [1.1932, 2.2186, 1.5074], [1.5014, 1.5428, 0.2133], [1.3200, 2.4711, -0.9112], [1.5440, 1.6678, -2.1706], [0.6575, 0.5711, -2.1869], [0.6027, -0.0135, -3.4873], [-1.0592, 0.7396, 3.8883], [-0.4148, -0.8870, 3.9087], [-1.8048, -0.4197, 2.8479], [1.9061, 0.7172, 2.9536], [0.7026, 1.8010, 3.4945], [2.0188, 2.8985, 1.7420], [0.3114, 2.8416, 1.3496], [2.5103, 1.4161, 0.2595], [2.1159, 3.2274, -0.9484], [0.3599, 2.9768, -0.8728], [2.5668, 1.2621, -2.2173], [1.5357, 2.3354, -3.0401], [1.6143, -0.3152, -3.7674], [0.2797, 0.7556, -4.1947], [-0.0743, -0.8501, -3.5792]], "lowdin_charge": [1.911, 0.311, -0.299, -0.474, -0.290, -0.439, 0.283, -0.294, -0.439, -0.294, -0.445, -0.105, -0.190, 0.084, 0.094, 0.090, 0.118, -0.068, -0.226, 0.082, 0.095, 0.091, 0.107, -0.062, -0.295, -0.184, -0.147, -0.108, -0.181, -0.195, -0.300, -0.050, 0.103, 0.098, 0.088, 0.143, 0.136, 0.139, 0.128, 0.143, 0.139, 0.120, 0.145, 0.140, 0.111, 0.106, 0.081]}

[6]
{"formula": "C8H23N3", "method": "wB97M-V/def2-TZVPD", "homo_lumo_gap_ev": 7.97, "total_charge": 2, "e_above_lowest_kcal_mol": 56.4, "lumo_energy_ev": -6.78, "elements": ["C", "C", "C", "C", "C", "C", "C", "C", "N", "N", "N", "H", "H", "H", "H", "H", "H", "H", "H", "H", "H", "H", "H", "H", "H", "H", "H", "H", "H", "H", "H", "H", "H", "H"], "positions_angstrom": [[-2.1557, 2.7681, -1.0707], [-2.5612, -2.1419, 1.8161], [8.7303, 0.1655, 1.7996], [-3.3460, 0.1320, -2.3077], [-5.1996, 0.2581, -0.7636], [-1.6279, 2.0832, -0.1416], [-2.4100, -0.8896, 0.9784], [8.2138, -1.1606, -0.1740], [8.9995, -0.4222, 0.4867], [-3.0507, -0.9095, -0.3394], [-3.7568, 0.1987, -0.8625], [-2.7885, 3.6597, -0.9528], [-2.0886, 2.3707, -2.0794], [-3.3208, 1.1631, -0.4799], [-2.3496, -2.9817, 1.2128], [-1.9973, -2.1371, 2.7504], [-3.6862, -2.3544, 1.9745], [8.7756, 1.3171, 1.8695], [7.6667, -0.0149, 2.1973], [9.4744, -0.1951, 2.5508], [-3.4310, 1.1820, -2.6606], [-2.3173, -0.2075, -2.4125], [-4.1847, -0.5399, -2.7078], [-5.5188, 0.2689, 0.3800], [-5.5293, 1.2130, -1.1864], [-5.7484, -0.5417, -1.2528], [-1.7744, 2.4333, 0.8424], [-1.0152, 1.1219, -0.3333], [-1.3743, -0.9852, 0.8964], [-2.8427, 0.0118, 1.4796], [7.2926, -1.5435, 0.2358], [8.4214, -1.6145, -1.1664], [-3.3289, -1.7986, -0.6575], [9.8295, 0.0910, 0.0789]], "lowdin_charge": [-0.074, -0.083, -0.038, 0.003, -0.017, -0.093, -0.259, 0.175, -0.003, -0.024, -0.258, 0.103, 0.057, 0.152, 0.057, 0.092, 0.110, 0.137, 0.128, 0.118, 0.090, 0.110, 0.134, 0.156, 0.111, 0.101, 0.069, 0.117, 0.081, 0.135, 0.124, 0.145, 0.130, 0.213]}

Computed total energy, in the same sequence as the records: -866.98270 -692.86344 -721.09191 -1934.09764 -2120.83235 -482.14153 a.u..